C16H34Cl10N2O2 | ωB97M-V/def2-TZVPD

Values from the calculation:
- frontier orbital gap (eV) = 9.83
- ΔE to the lowest compared entry with this formula, charge and spin (kcal/mol) = 28.7
- net charge = 0
- calculated total energy (eV) = -149443.063
- LUMO energy (eV) = 0.243
- SMILES = CNC(C)=O.CNC(C)=O.ClCCCl.ClCCCl.ClCCCl.ClCCCl.ClCCCl
- HOMO energy (eV) = -9.592

Structure (XYZ):
```
64
Properties=species:S:1:pos:R:3:forces:R:3:nbo_charge:R:1
C -0.038 1.321 7.598 1.0283 -1.0242 0.4906 -0.722
C -1.156 2.131 7.071 -1.5395 0.1362 -0.8844 0.662
O -2.028 1.586 6.388 0.7758 0.8620 0.4736 -0.627
N -1.110 3.492 7.271 -0.7644 -0.3959 -0.5264 -0.628
C -1.860 4.439 6.399 0.8000 -0.5999 0.7926 -0.415
H -0.242 0.728 8.490 -0.4227 0.4233 0.2905 0.240
H 0.891 1.867 7.762 -0.0877 0.0665 -0.0408 0.215
H 0.126 0.522 6.875 0.1825 0.2478 -0.2641 0.253
H -0.620 3.834 8.086 0.1007 0.0599 -0.4059 0.393
H -2.241 3.913 5.524 0.2487 -0.1106 0.1683 0.235
H -1.098 5.166 6.116 -0.4492 0.3156 -0.2522 0.197
H -2.711 4.910 6.890 0.1309 0.0195 0.1463 0.197
C 4.096 -0.696 -7.561 0.3566 0.6751 -1.2029 -0.706
C 3.213 -1.278 -6.506 0.8222 2.1886 2.1980 0.655
O 2.931 -0.612 -5.492 0.1088 -0.8949 -1.2130 -0.653
N 2.884 -2.534 -6.676 -1.2960 -3.3821 -0.6300 -0.584
C 2.024 -3.376 -5.829 0.8328 0.1135 0.3569 -0.429
H 5.126 -0.495 -7.266 -0.2434 0.1200 0.7743 0.241
H 3.641 0.249 -7.855 0.1753 0.0811 -0.0395 0.240
H 4.268 -1.280 -8.465 -0.5822 -0.3378 -0.0339 0.206
H 2.999 -2.969 -7.580 0.4672 0.4973 0.0137 0.388
H 2.489 -4.324 -5.558 0.6829 0.0311 -0.2441 0.198
H 1.153 -3.714 -6.391 -0.4854 0.7250 0.4018 0.202
H 1.916 -2.879 -4.865 -0.8305 0.1950 -0.3546 0.242
Cl 0.655 5.861 -4.995 0.2705 0.1627 0.1883 -0.080
C 0.446 5.513 -3.234 0.8345 -1.1665 -1.0389 -0.373
C 0.231 6.775 -2.464 -1.1773 0.7457 -0.5925 -0.411
Cl -0.477 6.331 -0.917 -0.2009 -0.0272 0.7781 -0.048
H 1.278 4.880 -2.927 0.2700 0.4545 0.0902 0.222
H -0.392 4.816 -3.252 -0.3460 0.6009 0.5033 0.231
H -0.515 7.327 -3.037 -0.2809 0.0331 0.2399 0.223
H 0.996 7.531 -2.286 0.6323 -0.8158 -0.1723 0.236
Cl 9.778 1.034 -1.342 0.3472 0.2639 0.1640 -0.041
C 8.324 0.694 -2.276 -0.6279 -0.4073 -0.3280 -0.410
C 7.112 0.519 -1.363 0.4995 -0.6110 1.0108 -0.348
Cl 7.388 -0.899 -0.196 -0.2410 0.6411 -0.7947 -0.105
H 8.543 -0.190 -2.874 -0.2231 -0.1243 0.2325 0.225
H 8.175 1.499 -2.995 -0.1396 0.1818 0.2563 0.226
H 6.156 0.319 -1.848 0.3326 -0.0140 -0.2724 0.233
H 7.001 1.359 -0.678 0.0378 0.0634 -0.2775 0.222
Cl -3.659 -6.363 5.206 -0.7319 -0.8402 0.5572 -0.046
C -2.392 -5.477 4.407 0.2314 1.0549 0.2424 -0.407
C -1.655 -6.287 3.373 -0.5627 0.8095 0.1464 -0.393
Cl -2.682 -6.622 1.967 -0.2112 -0.3589 -0.1859 -0.059
H -1.682 -5.163 5.172 0.0806 -0.0931 0.0203 0.219
H -2.899 -4.573 4.071 0.4159 -0.0740 -0.5532 0.228
H -1.363 -7.209 3.876 0.3948 -0.0060 -0.5586 0.227
H -0.868 -5.652 2.967 0.3814 -0.4736 0.3225 0.230
Cl -10.329 -3.920 -1.416 0.7674 0.5531 0.6787 -0.041
C -9.373 -3.168 -0.083 1.1926 1.7758 0.5157 -0.385
C -8.401 -1.964 -0.466 -0.3095 -1.2365 -1.4536 -0.390
Cl -9.274 -0.755 -1.444 -0.0791 0.2371 0.1899 -0.065
H -8.751 -3.913 0.412 -0.2500 -0.2086 -0.2114 0.221
H -10.035 -2.715 0.654 -0.4129 -0.4839 -0.1919 0.216
H -7.594 -2.296 -1.120 -0.1655 -0.3184 -0.0759 0.213
H -7.865 -1.439 0.326 -0.7350 -0.3193 0.5512 0.231
Cl -1.788 -0.623 0.657 -0.1517 0.4209 0.0661 -0.092
C -0.757 0.878 0.648 -0.5338 -1.3253 0.2824 -0.371
C 0.622 0.436 0.288 1.2648 0.4876 0.0518 -0.376
Cl 1.392 -0.560 1.595 -0.3644 0.1729 -0.4402 -0.075
H -0.760 1.261 1.668 -0.2143 0.1831 -0.2273 0.232
H -1.226 1.542 -0.079 0.3136 0.0792 0.1424 0.232
H 1.273 1.309 0.233 -0.0491 0.0854 -0.0979 0.219
H 0.715 -0.098 -0.658 -0.2707 -0.1150 0.2269 0.231
```
Forces are in eV/Å.

C16H34MnP2 | ωB97M-V/def2-TZVPD

Values from the calculation:
- frontier orbital gap (alpha / beta) (eV) = 3.46 / 3.02
- ΔE to the lowest compared entry with this formula, charge and spin (kcal/mol) = 134.2
- net charge = 0
- 2S+1 = 6
- calculated total energy (eV) = -67029.769
- ⟨S²⟩ = 8.77
- LUMO energy (alpha / beta) (eV) = -1.002 / -1.426
- HOMO energy (alpha / beta) (eV) = -4.463 / -4.450

Structure (XYZ):
```
53
Properties=species:S:1:pos:R:3:forces:R:3:nbo_charge:R:1
P -0.671 -1.852 -4.627 3.3418 1.5695 -4.7171 1.579
P 0.407 1.442 -5.488 0.4285 4.8845 -0.1656 1.682
C -1.268 -0.735 -5.952 -1.1982 -0.3400 -0.4240 -0.720
C -0.240 0.161 -6.657 0.7587 -0.2982 -0.6789 -0.809
H -2.100 -0.149 -5.537 0.2711 0.0534 -0.2078 0.247
H -1.706 -1.412 -6.697 -0.2360 0.0540 0.0591 0.224
H 0.619 -0.382 -7.087 -0.4547 -0.2657 0.0052 0.213
H -0.711 0.728 -7.468 -0.1746 -0.5441 0.0881 0.251
C -0.601 2.887 -6.390 -0.6614 -0.0063 -0.0124 -0.993
H -0.277 3.868 -5.998 -0.3062 -0.5067 -0.2883 0.211
H -1.686 2.802 -6.227 0.0108 0.0886 -0.2458 0.180
H -0.419 2.870 -7.476 -0.0146 0.0568 0.1944 0.188
C 1.858 2.511 -6.135 1.0670 -0.5332 -1.3367 -0.985
H 1.898 2.399 -7.232 0.2614 0.2564 -0.0245 0.193
H 2.846 2.229 -5.739 -0.2920 0.0615 -0.3354 0.188
H 1.706 3.577 -5.888 -0.1337 -0.7416 -0.1716 0.221
C -2.010 -2.539 -3.663 -0.6213 -0.3219 0.9037 -0.986
H -1.668 -2.991 -2.722 0.0565 0.0773 -0.2452 0.268
H -2.488 -3.328 -4.260 0.3478 0.1413 -0.0467 0.271
H -2.791 -1.807 -3.422 0.4075 -0.0494 -0.1623 0.271
C -0.013 -3.217 -5.648 -0.6024 -0.6599 -0.0110 -0.963
H 0.975 -2.985 -6.077 -0.5036 0.0931 0.3720 0.266
H -0.730 -3.347 -6.474 0.2665 -0.3264 0.2365 0.241
H 0.047 -4.144 -5.057 0.0874 0.1517 -0.2977 0.241
Mn -1.858 -1.149 -0.013 0.5818 1.5206 -0.8190 1.219
C 0.321 2.535 -3.821 1.4820 1.9838 -0.6292 -0.657
C -0.728 1.567 -4.132 -1.3153 -3.7589 1.0104 -0.623
C -0.834 0.425 -3.089 -0.6503 0.8158 0.1845 -0.464
C 0.352 -0.540 -2.893 0.5342 -0.2831 1.3467 -0.468
C 1.005 -0.986 -4.244 -1.0117 -0.4809 3.7728 -0.426
C 1.694 0.277 -4.768 -1.0782 -0.0309 -0.1935 -0.583
C 2.404 1.075 -3.643 0.2839 -0.1550 0.5515 -0.411
C 1.502 2.183 -2.974 -0.1719 0.0146 0.2565 -0.402
C -0.214 -2.306 0.311 -1.5372 -0.2515 -0.0578 -1.204
H 0.100 3.595 -3.962 0.0748 -0.3101 0.3260 0.213
H -1.730 1.873 -4.449 0.2650 0.3061 0.5577 0.225
H -1.767 -0.103 -3.338 0.1531 -0.1616 0.1468 0.162
H -1.053 0.870 -2.113 0.1231 -0.2557 -0.2750 0.272
H 1.086 -0.151 -2.184 -0.2296 0.1826 -0.2660 0.247
H 0.001 -1.430 -2.334 -0.0738 0.1816 -0.2164 0.186
H 1.743 -1.785 -4.063 -0.4305 -0.0977 0.0411 0.217
H 2.362 0.037 -5.610 -0.1428 0.0614 0.3131 0.225
H 3.274 1.591 -4.050 -0.0711 -0.3082 -0.1178 0.224
H 2.801 0.404 -2.866 0.0967 0.0811 -0.1502 0.185
H 1.187 1.844 -1.975 0.3417 0.0006 0.1937 0.161
H 2.086 3.116 -2.816 -0.1715 -0.6556 -0.0962 0.218
H 0.207 -1.547 0.992 0.3677 -0.7655 -0.2643 0.226
H 0.239 -2.473 -0.669 0.3273 -0.1262 0.6465 0.212
H -0.755 -3.156 0.752 1.1509 -0.1730 0.1876 0.208
C -1.205 0.892 0.084 -1.1064 -0.9865 -0.1876 -1.230
H -0.131 1.033 0.198 -0.0653 -0.2622 0.1272 0.226
H -1.704 0.637 1.037 0.2903 1.1685 0.7913 0.143
H -1.657 1.764 -0.390 -0.1229 -0.1489 0.3316 0.224
```
Forces are in eV/Å.

C16H34MnP2 | ωB97M-V/def2-TZVPD

Values from the calculation:
- frontier orbital gap (alpha / beta) (eV) = 6.25 / 6.42
- ΔE to the lowest compared entry with this formula, charge and spin (kcal/mol) = 173.0
- net charge = 0
- 2S+1 = 6
- calculated total energy (eV) = -67028.088
- ⟨S²⟩ = 9.07
- LUMO energy (alpha / beta) (eV) = 0.232 / 0.247
- HOMO energy (alpha / beta) (eV) = -6.022 / -6.173

Structure (XYZ):
```
53
Properties=species:S:1:pos:R:3:forces:R:3:nbo_charge:R:1
P -0.113 0.470 -2.137 -3.9936 -1.0643 0.3164 0.908
P -1.096 -1.308 1.111 -4.4778 -2.4783 3.5709 1.543
C -0.884 -1.251 -1.798 0.1929 0.4400 -0.7003 -0.695
C -1.834 -1.397 -0.596 -0.2523 0.5930 -0.1688 -0.748
H -0.086 -2.015 -1.770 -0.3107 0.2719 0.0144 0.224
H -1.499 -1.424 -2.702 0.3529 -0.1956 0.2552 0.220
H -2.669 -0.670 -0.623 0.5032 -0.0379 -0.1612 0.237
H -2.306 -2.395 -0.672 0.2757 0.4953 0.1826 0.245
C -1.156 -3.238 1.231 0.0649 -0.6639 -0.6954 -1.004
H -0.648 -3.599 2.131 -0.0182 0.0190 -0.1589 0.205
H -0.731 -3.712 0.343 0.3409 -0.1970 0.0552 0.202
H -2.201 -3.574 1.291 0.3756 -0.0361 -0.1956 0.204
C -2.500 -1.516 2.465 -0.1264 -0.3450 -0.3339 -0.917
H -3.249 -2.211 2.085 -0.0183 -0.0162 0.1333 0.211
H -3.032 -0.628 2.791 0.1996 0.2463 -0.0508 0.204
H -2.012 -1.952 3.346 -0.2886 -0.0994 -0.3263 0.230
C 0.630 0.363 -3.804 -0.3598 -0.7750 0.4784 -0.934
H 0.945 1.432 -3.789 0.0196 -0.1904 -1.5869 0.262
H 0.107 0.017 -4.683 -0.0612 0.0412 -0.1985 0.261
H 1.483 -0.316 -3.517 -0.0078 -0.2789 -1.6462 0.204
C -1.677 1.283 -2.626 -0.4713 0.2257 -0.3991 -0.958
H -2.334 1.596 -1.810 0.2313 -0.1301 -0.0117 0.239
H -2.233 0.604 -3.286 -0.0396 0.1646 0.0883 0.211
H -1.422 2.171 -3.212 -0.0330 0.0163 0.0998 0.236
Mn 2.000 0.958 -2.320 1.9972 0.6849 0.3176 0.604
C 0.185 -0.906 3.152 1.1947 0.3857 2.2543 -0.140
C 0.589 -1.364 1.901 0.6813 2.2514 -3.1763 -0.533
C 1.324 -0.477 0.801 0.2948 -0.2844 0.8343 -0.421
C 0.814 0.968 0.540 1.2205 0.4402 -0.1428 -0.497
C -0.662 1.222 0.582 1.3699 1.1349 -2.9136 -0.163
C -1.447 0.669 1.594 0.8096 -0.9105 -0.2493 -0.540
C -0.948 1.252 2.921 -0.4214 0.0421 -0.1099 -0.385
C 0.220 0.491 3.545 0.0162 0.6909 0.6030 -0.471
C 2.471 2.920 -2.466 0.3253 -0.2898 0.9345 -0.976
H 0.048 -1.631 3.914 -0.1484 -0.6536 0.4872 0.198
H 1.053 -2.312 1.976 0.0410 -1.1282 -0.5659 0.243
H 1.251 -1.056 -0.146 -0.0215 0.2311 0.4220 0.193
H 2.397 -0.473 1.023 -0.0440 0.3140 -0.0147 0.232
H 1.277 1.673 1.244 0.3041 -0.1547 0.1267 0.217
H 1.267 1.237 -0.482 -0.9607 0.1852 2.1882 0.220
H -1.063 2.049 0.007 0.3007 0.1293 -0.2991 0.190
H -2.516 0.785 1.426 0.0242 0.1401 0.0771 0.215
H -1.790 1.313 3.608 0.0322 0.0261 0.2515 0.211
H -0.580 2.257 2.698 -0.3882 0.2268 0.2444 0.205
H 1.193 0.910 3.241 -0.3535 0.1589 0.1031 0.211
H 0.124 0.618 4.629 0.2797 -0.1684 -0.0786 0.222
H 3.219 2.905 -1.651 -0.1158 0.5038 -0.6268 0.206
H 1.742 3.672 -2.176 -0.1486 0.1845 -0.5696 0.198
H 2.973 3.035 -3.435 -0.1720 0.4522 0.2113 0.190
C 3.759 0.634 -1.580 -0.8799 0.8725 0.5776 -1.037
H 3.270 1.161 -0.706 1.6469 -0.7367 -0.1339 0.197
H 4.516 1.193 -2.107 0.4651 -0.1438 0.3483 0.228
H 3.830 -0.434 -1.504 0.5524 -0.5900 0.3383 0.195
```
Forces are in eV/Å.

C16H34N2O6P2Ti | ωB97M-V/def2-TZVPD

Values from the calculation:
- frontier orbital gap (alpha / beta) (eV) = 6.46 / 8.69
- ΔE to the lowest compared entry with this formula, charge and spin (kcal/mol) = 13.9
- net charge = 0
- 2S+1 = 3
- calculated total energy (eV) = -74105.477
- ⟨S²⟩ = 2.00
- LUMO energy (alpha / beta) (eV) = 0.205 / 0.198
- HOMO energy (alpha / beta) (eV) = -6.259 / -8.496

Structure (XYZ):
```
61
Properties=species:S:1:pos:R:3:forces:R:3:nbo_charge:R:1
Ti -0.267 -0.040 0.228 -0.0089 0.0917 -0.2598 1.140
O -0.367 1.700 1.578 0.3319 -0.2607 0.3852 -0.808
C -1.226 1.286 2.640 0.1238 -0.0081 0.0341 -0.066
C -2.566 0.772 2.104 -0.1402 0.0286 0.1375 -0.257
N -2.449 0.082 0.791 0.1341 -0.3390 0.3105 -0.526
C -3.338 0.720 -0.183 0.0174 0.0691 0.1075 -0.325
C -3.135 2.258 -0.240 -0.0614 -0.1496 -0.8466 0.770
O -4.111 2.904 -0.603 -0.0704 0.0432 0.0803 -0.670
O -1.958 2.702 -0.032 -0.0863 0.2704 0.0419 -0.805
C -2.729 -1.363 0.942 -0.2743 0.0632 0.0933 -0.326
C -1.626 -2.072 1.748 0.1537 0.1615 0.2691 0.769
O -1.870 -3.093 2.363 -0.1400 -0.0498 -0.1465 -0.643
O -0.479 -1.476 1.689 -0.1129 -0.1510 0.0584 -0.854
H -0.927 2.259 0.944 -0.3937 0.0179 -0.0996 0.525
H -0.699 0.492 3.173 -0.0492 0.0679 -0.0003 0.192
H -1.400 2.122 3.324 -0.0353 -0.0744 -0.0144 0.185
H -3.011 0.093 2.839 0.0363 0.0613 0.0001 0.212
H -3.253 1.611 1.983 0.0372 -0.0841 0.0935 0.223
H -3.106 0.280 -1.160 -0.1215 0.1935 -0.0240 0.211
H -4.395 0.530 0.036 0.0454 -0.0253 0.0572 0.207
H -3.696 -1.529 1.433 0.0490 -0.0342 -0.0872 0.212
H -2.771 -1.820 -0.052 -0.0083 0.0395 0.0389 0.223
C -0.891 -3.369 -1.769 -0.0328 -0.0491 -0.0089 -0.939
P 0.170 -1.905 -1.498 -0.0160 0.0265 -0.1580 0.831
C 1.822 -2.693 -1.413 0.0592 -0.0577 -0.0318 -0.939
C 0.218 -1.154 -3.183 -0.0508 -0.0582 -0.0244 -0.706
C 0.779 0.267 -3.119 0.0200 0.0520 -0.0665 -0.711
P -0.269 1.315 -2.012 0.2292 -0.1038 -0.1683 0.841
C -1.657 1.686 -3.140 0.0131 -0.0025 -0.0015 -0.943
C 0.659 2.885 -2.047 0.0242 0.0731 -0.0138 -0.936
H -0.476 -4.028 -2.533 -0.0081 0.0041 -0.0159 0.228
H -1.884 -3.045 -2.085 0.0022 0.0019 0.0031 0.237
H -1.001 -3.929 -0.839 0.0267 0.0311 0.0231 0.255
H 2.034 -3.264 -2.320 -0.0164 0.0132 0.0263 0.226
H 1.861 -3.372 -0.561 -0.0232 0.0098 0.0205 0.241
H 2.592 -1.933 -1.277 -0.0176 0.0151 -0.0040 0.239
H -0.812 -1.134 -3.553 0.0296 -0.0008 0.0000 0.227
H 0.788 -1.787 -3.869 -0.0054 0.0063 0.0240 0.227
H 0.851 0.710 -4.118 -0.0080 -0.0156 0.0241 0.224
H 1.788 0.258 -2.694 -0.0037 0.0006 0.0042 0.225
H -1.270 2.084 -4.080 -0.0111 0.0082 -0.0017 0.225
H -2.320 2.419 -2.686 -0.0539 0.0531 0.0501 0.274
H -2.234 0.785 -3.352 -0.0027 -0.0030 0.0046 0.231
H 0.974 3.138 -3.062 -0.0400 0.0077 0.0171 0.223
H 1.545 2.804 -1.415 -0.0174 -0.0193 -0.0232 0.229
H 0.022 3.677 -1.655 -0.0278 -0.0107 0.0457 0.267
C 2.667 -1.792 2.137 -0.0547 0.0044 -0.0387 -0.405
N 3.108 -0.402 2.157 -0.1644 0.2083 0.0014 -0.386
C 3.940 -0.023 3.288 0.0353 0.0527 -0.0325 -0.410
C 2.557 0.510 1.351 -0.0401 -0.0257 -0.1252 0.731
C 2.920 1.959 1.520 0.0653 -0.0161 0.0424 -0.697
O 1.758 0.181 0.448 0.6384 0.0064 0.0866 -0.734
H 3.545 -2.437 2.122 -0.0344 -0.0423 0.0018 0.198
H 2.050 -1.967 1.263 0.0280 -0.0022 0.0596 0.245
H 2.060 -2.001 3.019 0.0269 -0.0454 -0.0253 0.224
H 4.508 -0.897 3.599 0.0130 0.0205 0.0131 0.218
H 3.328 0.313 4.129 0.0452 -0.0050 0.0177 0.207
H 4.643 0.762 3.015 -0.0355 -0.0176 0.0372 0.214
H 3.988 2.118 1.356 -0.0262 0.0047 -0.0042 0.232
H 2.675 2.305 2.524 0.0032 -0.0282 0.0077 0.245
H 2.346 2.541 0.807 0.0045 -0.0281 0.0043 0.253
```
Forces are in eV/Å.